Model i:
Formula: C3H10N2S2
Source: the OMol25 dataset
Level of theory: wB97M-V/def2-TZVPD

Last column: Mulliken charge in e.
CARTESIAN COORDINATES (ANGSTROEM)
N  -2.5400  0.5697  0.3462  -0.662
C  -1.2299  0.9724  -0.1815  -0.727
C  -0.0609  0.1466  0.3861  0.596
N  0.7411  0.9594  1.2966  -0.659
C  0.7696  -0.3673  -0.7724  -1.196
S  2.3583  -1.1493  -0.1891  -0.088
S  2.5174  -2.6245  -1.6600  -0.236
H  -2.6913  1.0033  1.2489  0.234
H  -3.2553  0.9578  -0.2628  0.234
H  -1.2445  0.9647  -1.2621  0.440
H  -1.0050  2.0119  0.0866  0.354
H  -0.4640  -0.7266  0.9107  0.195
H  1.7302  0.7497  1.2969  0.191
H  0.4443  0.8912  2.2607  0.212
H  0.2346  -1.1476  -1.2911  0.556
H  1.1235  0.4650  -1.3791  0.401
H  2.5720  -3.6761  -0.8345  0.155

Values from the calculation:
LUMO energy: 0.01836 Eh
HOMO energy: -0.319 Ha
frontier orbital gap: 9.176 eV

---

Model ii:
Formula: C3H10N2S2
Source: the OMol25 dataset
Level of theory: wB97M-V/def2-TZVPD

Last column: Mulliken charge in e.
CARTESIAN COORDINATES (ANGSTROEM)
C  2.2048  0.0698  -0.8388  -0.945
C  -1.8315  0.6956  -1.0736  -0.487
C  0.9563  0.0715  0.0323  0.025
N  -2.6791  -0.5123  0.7529  -0.662
N  -2.3657  0.6217  0.1123  0.241
S  0.4563  -1.5501  0.6581  -0.291
S  0.6294  1.3373  1.1475  -0.290
H  2.0573  -0.6024  -1.8364  0.185
H  3.0477  -0.3588  -0.1984  0.231
H  2.7473  0.9572  -1.2502  0.330
H  -1.7185  1.7691  -1.2870  0.302
H  -1.6196  -0.1674  -1.5642  0.390
H  -2.4998  -0.5869  1.8093  0.354
H  -1.9990  -1.2154  0.3298  0.225
H  -2.7050  1.4663  0.6466  0.278
H  1.2829  -1.5508  1.7136  0.072
H  1.3336  1.1454  2.2167  0.043

Values from the calculation:
LUMO energy (alpha / beta): -0.00745 / -0.00747 Eh
HOMO energy (alpha / beta): -0.229 / -0.229 Ha
frontier orbital gap (alpha / beta): 6.027 / 6.026 eV

---

Model iii:
Formula: C3H10N2S2
Source: the OMol25 dataset
Level of theory: wB97M-V/def2-TZVPD

Last column: Mulliken charge in e.
CARTESIAN COORDINATES (ANGSTROEM)
N  0.9014  -2.4834  -0.0535  -0.635
C  0.8861  -1.0800  -0.4743  -0.769
C  0.0044  -0.1891  0.4166  0.168
N  -1.4232  -0.4783  0.3946  -0.585
C  0.3285  1.2568  0.0133  -1.020
S  -0.3493  2.4886  1.1791  -0.063
S  -1.5514  3.6974  0.0228  -0.233
H  1.6900  -2.6083  0.5747  0.242
H  1.1759  -3.0806  -0.8314  0.234
H  1.8923  -0.6539  -0.4341  0.325
H  0.5618  -0.8937  -1.5033  0.437
H  0.4111  -0.3476  1.4202  0.283
H  -1.7382  -0.0795  -0.4821  0.271
H  -1.5709  -1.4776  0.4022  0.288
H  1.4105  1.4332  0.0540  0.380
H  0.1185  1.3834  -1.0576  0.510
H  -2.7475  3.1124  0.3589  0.167

Values from the calculation:
LUMO energy: 0.02366 Eh
HOMO energy: -0.326 Ha
frontier orbital gap: 9.523 eV

---

It comes down to model iii, which is 3.1 kcal/mol more stable than the next structure.

---

Model i:
Formula: C7H13NO
Source: the OMol25 dataset
Level of theory: wB97M-V/def2-TZVPD

Last column: Mulliken charge in e.
CARTESIAN COORDINATES (ANGSTROEM)
C  -1.0574  -1.5486  -0.0627  0.324
C  1.6505  0.0083  -1.5790  -0.994
C  -0.2696  -1.9427  0.9680  -1.191
C  -2.2736  -0.6994  0.0650  -1.174
N  0.5581  0.5458  -0.8116  0.022
C  0.2102  1.6988  -0.6937  0.521
C  1.6625  1.2071  1.6035  0.014
C  -0.3753  2.8582  -0.5723  -0.999
O  0.9747  1.5757  2.4408  -0.189
H  -0.9223  -1.9956  -1.0399  0.339
H  1.8249  -0.5495  1.4900  -0.283
H  1.3176  -0.1699  -2.6023  0.369
H  2.5195  0.6715  -1.5741  0.361
H  1.9441  -0.9430  -1.1369  0.286
H  0.3157  -2.8429  0.8549  0.437
H  1.5678  -1.4185  1.4879  0.393
H  -0.6170  -1.7508  1.9751  0.350
H  -3.1840  -1.2891  -0.0710  0.349
H  -2.2986  0.0598  -0.7163  0.254
H  -2.3135  -0.1953  1.0301  0.307
H  -0.0693  3.5567  0.1864  0.239
H  -1.1648  3.1635  -1.2421  0.266

Values from the calculation:
LUMO energy: 0.03125 Eh
HOMO energy: -0.304 Ha
frontier orbital gap: 9.116 eV

---

Model ii:
Formula: C7H13NO
Source: the OMol25 dataset
Level of theory: wB97M-V/def2-TZVPD

Last column: Mulliken charge in e.
CARTESIAN COORDINATES (ANGSTROEM)
C  0.5735  2.2528  -1.5701  -1.373
C  0.8217  0.8416  -1.1398  1.473
C  -0.0573  -0.2320  -1.7059  -1.343
N  2.4043  0.1828  -0.9338  -0.694
O  1.4338  0.6923  0.0403  -0.317
H  0.9898  2.4033  -2.5688  0.328
H  1.0736  2.9490  -0.8982  0.370
H  -0.4888  2.4866  -1.5946  0.320
H  -1.1033  0.0641  -1.5949  0.330
H  0.1446  -0.3753  -2.7687  0.371
H  0.1172  -1.1729  -1.1881  0.279
H  2.4445  -0.8199  -0.7087  0.262
C  -1.5566  0.7634  1.6536  -0.897
C  -1.4477  -0.5593  1.5285  0.022
C  -0.2300  -1.2973  1.8093  0.072
C  -0.1084  -2.6153  1.6569  -0.832
H  -0.7059  1.3705  1.9354  0.278
H  -2.4900  1.2785  1.4788  0.287
H  -2.3185  -1.1497  1.2548  0.291
H  0.6216  -0.7089  2.1295  0.235
H  -0.9465  -3.2303  1.3558  0.252
H  0.8283  -3.1241  1.8285  0.284

Values from the calculation:
LUMO energy: 0.03168 Eh
HOMO energy: -0.329 Ha
frontier orbital gap: 9.827 eV

---

Model iii:
Formula: C7H13NO
Source: the OMol25 dataset
Level of theory: wB97M-V/def2-TZVPD

Last column: Mulliken charge in e.
CARTESIAN COORDINATES (ANGSTROEM)
C  1.2533  0.1293  -0.6699  0.369
C  1.1978  1.6186  -0.6094  -1.224
C  2.5256  -0.5723  -0.3424  -1.250
C  -1.4944  -1.1606  -0.2437  0.484
C  -1.1052  -0.1060  0.7520  0.724
N  -1.8806  0.9960  0.8948  -0.407
C  -2.8341  -1.3751  -0.4564  -1.107
C  0.1681  -0.1916  1.2923  -1.193
O  -0.5219  -1.7532  -0.8146  -0.757
H  0.7746  -0.2707  -1.5540  0.423
H  -1.7969  1.5697  1.7204  0.227
H  -2.7394  1.0482  0.3692  0.247
H  2.3493  -1.6454  -0.2907  0.359
H  3.2371  -0.3995  -1.1616  0.403
H  1.6907  2.0136  -1.5092  0.418
H  0.1680  1.9791  -0.6251  0.337
H  1.6998  2.0125  0.2726  0.298
H  2.9711  -0.2084  0.5839  0.283
H  -3.1440  -2.1322  -1.1600  0.299
H  -3.5933  -0.9173  0.1616  0.267
H  0.5758  -1.1877  1.3806  0.396
H  0.4984  0.5529  2.0094  0.402

Values from the calculation:
LUMO energy (alpha / beta): -0.01401 / -0.01404 Eh
HOMO energy (alpha / beta): -0.253 / -0.253 Ha
frontier orbital gap (alpha / beta): 6.511 / 6.509 eV

---

Model iv:
Formula: C7H13NO
Source: the OMol25 dataset
Level of theory: wB97M-V/def2-TZVPD

Last column: Mulliken charge in e.
CARTESIAN COORDINATES (ANGSTROEM)
C  -0.7508  -1.1045  0.6926  -0.330
C  0.9493  -0.9200  0.1481  0.373
C  0.4918  -1.2197  1.5366  -0.888
C  -0.5539  1.5970  -0.9615  -0.320
C  1.2560  -1.9637  -0.8636  -1.391
C  -0.0119  2.5155  0.1199  -1.182
N  -1.5946  0.0647  0.7687  -0.527
C  -1.3546  0.1863  -0.6102  0.736
O  -1.8554  -0.3778  -1.5906  -0.654
H  -1.2958  0.8024  1.3949  0.325
H  -1.3040  -2.0247  0.5269  0.420
H  1.5149  -0.0061  0.0062  0.371
H  0.6674  -0.4366  2.2697  0.268
H  0.6990  -2.2211  1.9103  0.267
H  -1.3991  2.0960  -1.4443  0.342
H  0.1969  1.3916  -1.7280  0.271
H  0.4817  -1.9446  -1.6448  0.251
H  2.2376  -1.7910  -1.3132  0.391
H  1.2704  -2.9612  -0.4169  0.326
H  0.2771  3.4770  -0.3159  0.369
H  0.8480  2.0863  0.6429  0.249
H  -0.7701  2.7540  0.8723  0.332

Values from the calculation:
LUMO energy: 0.03185 Eh
HOMO energy: -0.317 Ha
frontier orbital gap: 9.491 eV

---

It comes down to model iv, which is 14.0 kcal/mol more stable than the next structure.

---

Model i:
Formula: H4NO2PS
Source: the OMol25 dataset
Level of theory: wB97M-V/def2-TZVPD

Last column: Mulliken charge in e.
CARTESIAN COORDINATES (ANGSTROEM)
N  1.2380  -0.0049  0.9057  -0.716
O  -1.3853  0.2499  -0.0260  -0.350
O  -3.3232  -0.7306  -0.8042  -0.441
P  -2.4204  -0.8549  0.3314  0.356
S  1.9472  0.1410  -0.5530  0.089
H  1.9397  -0.2387  1.5654  0.189
H  -0.5615  0.1683  0.5210  0.465
H  1.7946  1.4617  -0.8896  0.189
H  0.7709  -0.1917  -1.0507  0.220

Values from the calculation:
LUMO energy: 0.00858 Eh
HOMO energy: -0.352 Ha
frontier orbital gap: 9.805 eV

---

Model ii:
Formula: H4NO2PS
Source: the OMol25 dataset
Level of theory: wB97M-V/def2-TZVPD

Last column: Mulliken charge in e.
CARTESIAN COORDINATES (ANGSTROEM)
O  3.2466  1.2407  -0.8452  -0.460
S  3.0817  -0.1412  -0.4383  0.445
P  2.2184  0.0812  1.5139  0.135
O  3.7004  -0.5794  1.0603  -0.254
H  1.7342  -1.2881  1.8101  0.067
N  1.1209  -0.7501  -2.2949  -0.688
H  0.4649  -0.7818  -3.1132  0.220
H  2.0957  -0.8173  -2.6350  0.262
H  1.1659  0.1908  -1.8600  0.274

Values from the calculation:
LUMO energy: -0.01742 Eh
HOMO energy: -0.351 Ha
frontier orbital gap: 9.087 eV

---

Model iii:
Formula: H4NO2PS
Source: the OMol25 dataset
Level of theory: wB97M-V/def2-TZVPD

Last column: Mulliken charge in e.
CARTESIAN COORDINATES (ANGSTROEM)
N  0.7859  -0.9967  -1.1740  -0.661
P  0.0058  -0.3196  -0.0282  0.944
O  0.7138  1.5753  0.2811  -0.638
O  0.2206  -1.1279  1.2956  -0.501
S  -2.0479  0.0806  0.0581  -0.228
H  0.8057  -0.4805  -2.0329  0.240
H  0.4632  1.8016  1.1796  0.291
H  0.9804  -1.6966  1.1271  0.361
H  -1.9275  1.1638  -0.7064  0.192

Values from the calculation:
LUMO energy: 0.00806 Eh
HOMO energy: -0.364 Ha
frontier orbital gap: 10.135 eV

---

It comes down to model iii, which is 41.9 kcal/mol more stable than the next structure.

---

Model i:
Formula: C5H7I
Source: the OMol25 dataset
Level of theory: wB97M-V/def2-TZVPD

Last column: Mulliken charge in e.
CARTESIAN COORDINATES (ANGSTROEM)
C  -1.0127  0.5969  -0.1446  -0.800
C  0.8316  -1.0402  -0.8009  -0.441
C  0.4489  0.2371  -0.0909  -0.197
C  -0.4846  0.1098  1.1268  -0.328
C  -0.2384  -2.0639  -0.7759  -0.571
I  -0.0433  -3.8439  -1.8040  0.087
H  -1.2452  1.5769  -0.1471  0.303
H  -1.5428  -0.0132  -0.7368  0.339
H  0.8690  -0.7946  -1.8039  0.362
H  1.7677  -1.5680  -0.4394  0.380
H  1.2229  0.9661  -0.3135  0.377
H  -0.2109  0.8421  1.9651  0.241
H  -0.7646  -0.9542  1.3489  0.247

Values from the calculation:
LUMO energy (alpha / beta): -0.02431 / -0.02428 Eh
HOMO energy (alpha / beta): -0.300 / -0.300 Ha
frontier orbital gap (alpha / beta): 7.512 / 7.512 eV

---

Model ii:
Formula: C5H7I
Source: the OMol25 dataset
Level of theory: wB97M-V/def2-TZVPD

Last column: Mulliken charge in e.
CARTESIAN COORDINATES (ANGSTROEM)
C  0.0408  2.3153  0.0605  -0.537
C  0.6460  1.2015  -0.3328  -0.145
C  0.0489  -1.5099  0.7924  -0.665
C  0.1284  -1.5650  -0.6931  -0.557
C  -0.5365  -0.4069  -0.0179  0.117
I  -2.5076  0.0590  0.0711  0.116
H  0.6782  3.2186  0.1574  0.198
H  -0.9609  2.4658  0.2541  0.176
H  1.7228  1.0776  -0.3971  0.287
H  -0.6610  -2.1041  1.2439  0.310
H  0.8893  -1.2954  1.3095  0.239
H  0.9362  -1.1316  -1.2653  0.211
H  -0.4246  -2.3248  -1.1828  0.250

Values from the calculation:
LUMO energy: 0.02475 Eh
HOMO energy: -0.335 Ha
frontier orbital gap: 9.777 eV

---

It comes down to model ii, which is 24.2 kcal/mol more stable than the next structure.

---

Model i:
Formula: CH3NO
Source: the OMol25 dataset
Level of theory: wB97M-V/def2-TZVPD

Last column: Mulliken charge in e.
CARTESIAN COORDINATES (ANGSTROEM)
C  0.0776  -0.5120  -0.2642  0.015
N  -0.5262  0.8623  -0.2946  -0.320
O  -1.0941  -0.1872  0.3328  -0.135
H  -0.0108  -1.2331  -1.2327  0.201
H  1.0318  -0.6080  0.3632  0.205
H  0.5218  1.6780  1.0955  0.034

Values from the calculation:
LUMO energy (alpha / beta): -0.01069 / -0.00196 Eh
HOMO energy (alpha / beta): -0.360 / -0.367 Ha
frontier orbital gap (alpha / beta): 9.512 / 9.930 eV

---

Model ii:
Formula: CH3NO
Source: the OMol25 dataset
Level of theory: wB97M-V/def2-TZVPD

Last column: Mulliken charge in e.
CARTESIAN COORDINATES (ANGSTROEM)
N  -0.5264  0.3675  0.1068  -0.404
C  0.5881  -0.3894  0.0587  0.165
O  1.6659  0.1198  0.0861  -0.533
H  -1.4327  -0.1368  0.0189  0.225
H  -0.6151  1.3924  -0.1689  0.242
H  0.3201  -1.3534  -0.1016  0.305

Values from the calculation:
LUMO energy: 0.03328 Eh
HOMO energy: -0.373 Ha
frontier orbital gap: 11.043 eV

---

It comes down to model ii, which is 147.9 kcal/mol more stable than the next structure.